Formula: C33H60N2O15PS3Si
Source: the OMol25 dataset
Level of theory: wB97M-V/def2-TZVPD

Results
HOMO-LUMO gap ... 5.5652 eV
Molecular weight ... 880.103 g mol⁻¹
Net charge ... -1

Geometry as XYZ:
```
115
Properties=species:S:1:pos:R:3:lowdin_charge:R:1
C 8.380 3.144 1.858 -0.180
C 8.807 1.861 2.623 -0.549
S 9.180 0.453 1.527 0.761
C 7.763 -0.677 1.634 -0.654
P 6.043 -0.008 1.081 0.503
Si 6.438 -0.089 -1.141 0.506
C 4.896 0.578 -2.057 -0.209
C 7.879 1.001 -1.731 -0.225
C 6.813 -1.865 -1.734 -0.202
O 5.291 -1.624 1.078 -0.301
C 3.889 -1.547 1.002 -0.352
C 3.157 -2.758 1.577 -0.127
C 1.655 -2.518 1.855 -0.227
C 0.743 -2.692 0.610 -0.436
S -0.061 -1.153 0.086 0.987
C -1.799 -1.429 0.094 -1.091
S -2.507 -2.909 0.287 0.680
N -2.497 -0.199 -0.084 -0.224
C -2.775 0.302 1.289 -0.234
C -2.978 1.833 1.277 -0.048
C -3.749 -0.362 -0.834 -0.282
C -3.570 -0.942 -2.230 -0.097
C 3.520 -0.130 1.501 -0.371
O 2.145 0.260 1.127 -0.053
C 2.021 1.371 0.478 -0.360
N 1.927 2.242 -0.272 0.182
O 4.388 0.698 0.855 -0.297
H 7.619 3.656 2.453 0.064
H 9.235 3.789 1.654 0.057
H 7.913 2.888 0.910 0.022
H 8.072 1.576 3.373 0.064
H 9.741 2.111 3.132 0.044
H 7.637 -1.032 2.661 0.023
H 8.032 -1.569 1.054 0.014
H 5.696 -0.005 2.512 0.025
H 6.491 1.362 1.231 -0.010
H 4.696 1.564 -1.633 0.025
H 4.072 -0.118 -1.931 0.008
H 5.185 0.720 -3.103 0.022
H 8.852 0.587 -1.472 -0.002
H 7.810 1.028 -2.829 0.018
H 7.785 2.036 -1.398 0.013
H 7.051 -1.845 -2.803 0.017
H 5.986 -2.538 -1.513 0.015
H 7.701 -2.236 -1.210 0.012
H 3.646 -1.559 -0.077 0.143
H 3.228 -3.565 0.840 0.112
H 3.621 -3.132 2.493 0.116
H 1.513 -1.552 2.338 0.090
H 1.334 -3.271 2.579 0.104
H 1.322 -3.048 -0.247 0.069
H 0.005 -3.471 0.802 0.026
H -1.884 0.077 1.875 0.101
H -3.644 -0.222 1.700 0.105
H -3.244 2.211 0.294 0.071
H -2.053 2.294 1.622 0.073
H -3.778 2.101 1.973 0.052
H -4.160 0.645 -0.960 0.113
H -4.485 -0.906 -0.232 0.098
H -2.918 -1.812 -2.256 0.022
H -3.201 -0.214 -2.953 0.074
H -4.556 -1.261 -2.581 0.081
H 3.535 -0.082 2.595 0.149
C -1.424 -2.344 -5.016 -0.003
C 0.037 -2.727 -4.841 -0.299
C 0.425 -3.174 -3.450 -0.095
O 1.797 -2.781 -3.367 0.066
C 1.968 -1.720 -4.197 -0.545
O 2.920 -1.015 -4.196 0.177
O 0.897 -1.585 -5.023 0.043
H -1.543 -1.262 -5.034 0.089
H -1.810 -2.727 -5.961 0.082
H -2.048 -2.757 -4.224 0.074
H 0.323 -3.477 -5.583 0.155
H 0.332 -4.250 -3.313 0.142
H -0.132 -2.664 -2.659 0.116
C -4.538 1.649 6.973 -0.012
C -4.719 2.063 5.521 -0.310
C -5.933 2.918 5.242 -0.095
O -6.260 2.561 3.893 0.064
C -5.813 1.297 3.692 -0.573
O -6.117 0.616 2.766 0.147
O -4.979 0.919 4.684 0.085
H -4.844 0.615 7.123 0.092
H -3.491 1.721 7.265 0.082
H -5.105 2.289 7.650 0.083
H -3.812 2.544 5.147 0.157
H -5.724 3.984 5.310 0.140
H -6.784 2.677 5.884 0.138
C 1.997 2.554 -3.506 -0.014
C 0.692 2.211 -4.203 -0.295
C 0.844 1.523 -5.538 -0.091
O -0.332 1.949 -6.246 0.054
C -0.697 3.151 -5.735 -0.579
O -1.487 3.883 -6.242 0.141
O -0.043 3.400 -4.582 0.083
H 2.232 3.613 -3.604 0.093
H 1.928 2.331 -2.441 0.024
H 2.827 1.966 -3.901 0.073
H 0.050 1.628 -3.537 0.155
H 0.862 0.438 -5.454 0.104
H 1.725 1.854 -6.091 0.143
C -8.985 0.164 1.163 -0.007
C -10.298 -0.370 1.711 -0.312
C -10.185 -1.121 3.015 -0.098
O -11.268 -2.057 2.933 0.058
C -11.498 -2.295 1.616 -0.568
O -12.167 -3.183 1.200 0.162
O -10.857 -1.383 0.848 0.081
H -8.617 -0.456 0.347 0.096
H -9.120 1.170 0.766 0.084
H -8.217 0.228 1.933 0.053
H -11.034 0.434 1.788 0.153
H -10.309 -0.478 3.884 0.136
H -9.248 -1.675 3.109 0.141
```

=====

Formula: C33H62FN11O22
Source: the OMol25 dataset
Level of theory: wB97M-V/def2-TZVPD

Results
HOMO-LUMO gap ... 8.2371 eV
Molecular weight ... 983.912 g mol⁻¹
Structure (SMILES) ... CCOCCO[C@@]1(Cc2ccccc2C)C(=O)N[C@](CCC(C)C)([C@@H](C)F)[C@@H]1N=C=O.C[N+](=O)[O-].C[N+](=O)[O-].C[N+](=O)[O-].C[N+](=O)[O-].C[N+](=O)[O-].C[N+](=O)[O-].C[N+](=O)[O-].C[N+](=O)[O-].C[N+](=O)[O-]

Geometry as XYZ:
```
129
Properties=species:S:1:pos:R:3:lowdin_charge:R:1
C 1.138 -2.332 -1.876 -0.068
C -0.154 -1.902 -2.567 -0.267
O -0.630 -0.691 -2.010 -0.183
C -1.458 0.018 -2.911 -0.164
C -2.207 1.179 -2.194 -0.118
O -1.594 1.558 -0.971 -0.022
C -2.042 0.896 0.173 -0.275
C -0.724 0.795 1.062 -0.028
C 0.086 2.084 1.035 -0.150
C -0.183 3.118 1.928 -0.048
C 0.497 4.314 1.922 -0.092
C 1.505 4.535 0.996 -0.084
C 1.815 3.508 0.128 -0.052
C 1.131 2.297 0.133 -0.189
C 1.585 1.259 -0.870 -0.026
C -3.015 1.613 1.153 -0.372
O -3.105 2.782 1.445 0.096
N -3.892 0.654 1.692 0.143
C -4.171 -0.275 0.545 -0.314
C -5.155 0.542 -0.335 -0.109
C -5.945 -0.278 -1.387 -0.148
C -6.941 0.699 -2.090 -0.433
C -8.246 0.012 -2.531 -0.075
C -6.287 1.498 -3.229 -0.073
C -4.954 -1.472 1.156 -0.303
C -4.774 -2.794 0.394 -0.028
F -4.670 -1.642 2.502 -0.006
C -2.732 -0.496 0.062 -0.098
N -2.151 -1.409 1.135 0.177
C -1.597 -2.385 0.653 -0.322
O -1.334 -3.422 0.151 0.152
H 1.025 -2.224 -0.793 0.059
H 1.977 -1.705 -2.195 0.075
H 1.395 -3.364 -2.140 0.074
H 0.006 -1.763 -3.645 0.121
H -0.889 -2.714 -2.420 0.113
H -2.164 -0.683 -3.390 0.129
H -0.814 0.442 -3.694 0.112
H -2.089 2.047 -2.855 0.137
H -3.284 0.996 -2.135 0.092
H -0.125 -0.021 0.652 0.102
H -0.957 0.559 2.103 0.111
H -0.982 2.992 2.655 0.107
H 0.212 5.088 2.630 0.097
H 2.020 5.491 0.979 0.100
H 2.615 3.663 -0.592 0.094
H 1.114 1.375 -1.848 0.067
H 1.401 0.239 -0.532 0.060
H 2.661 1.352 -1.063 0.056
H -4.711 1.050 2.130 0.146
H -4.689 1.377 -0.867 0.110
H -5.904 0.957 0.351 0.131
H -5.264 -0.609 -2.185 0.120
H -6.522 -1.097 -0.953 0.105
H -7.224 1.435 -1.320 0.127
H -8.818 -0.260 -1.639 0.077
H -8.058 -0.830 -3.204 0.083
H -8.845 0.762 -3.064 0.075
H -7.003 2.266 -3.547 0.080
H -6.015 0.876 -4.088 0.085
H -5.421 2.047 -2.840 0.066
H -6.023 -1.231 1.109 0.138
H -4.122 -3.452 0.983 0.087
H -4.326 -2.667 -0.592 0.069
H -5.723 -3.331 0.317 0.078
H -2.630 -1.099 -0.840 0.145
C -3.634 5.726 2.569 0.041
N -4.116 7.000 1.968 -0.456
O -5.184 7.436 2.348 0.056
O -3.403 7.517 1.135 0.061
H -4.368 5.386 3.291 0.094
H -3.518 5.004 1.767 0.073
H -2.682 5.932 3.050 0.097
C 2.085 -5.753 0.115 0.049
N 3.207 -4.797 -0.090 -0.442
O 3.077 -3.676 0.345 0.071
O 4.182 -5.214 -0.685 0.051
H 1.293 -5.245 0.653 0.088
H 1.746 -6.073 -0.866 0.101
H 2.471 -6.592 0.688 0.101
C 6.135 4.017 -0.573 0.046
N 5.801 2.803 -1.361 -0.429
O 4.713 2.296 -1.174 0.040
O 6.640 2.394 -2.137 0.065
H 5.293 4.253 0.069 0.092
H 7.019 3.790 0.017 0.065
H 6.326 4.824 -1.275 0.104
C 7.590 0.793 2.675 0.053
N 7.250 2.139 2.143 -0.429
O 6.152 2.583 2.402 0.068
O 8.100 2.701 1.478 0.049
H 6.743 0.421 3.240 0.096
H 7.804 0.151 1.825 0.102
H 8.462 0.903 3.313 0.103
C -0.132 -1.930 3.635 0.040
N 1.101 -1.439 4.309 -0.450
O 1.491 -2.048 5.284 0.065
O 1.629 -0.458 3.832 0.066
H -0.492 -2.805 4.165 0.098
H -0.866 -1.131 3.663 0.092
H 0.136 -2.178 2.612 0.081
C 7.360 -5.262 -1.033 0.032
N 8.749 -5.374 -0.508 -0.457
O 8.902 -5.321 0.695 0.064
O 9.634 -5.509 -1.325 0.060
H 6.680 -5.146 -0.198 0.073
H 7.325 -4.394 -1.684 0.103
H 7.145 -6.173 -1.584 0.101
C 3.892 1.253 -4.513 0.051
N 2.572 0.659 -4.866 -0.433
O 2.408 0.271 -6.003 0.077
O 1.747 0.604 -3.977 0.049
H 4.523 1.238 -5.394 0.095
H 3.711 2.271 -4.180 0.102
H 4.320 0.655 -3.715 0.098
C 5.087 3.236 5.877 0.048
N 6.467 3.048 6.406 -0.452
O 6.616 3.037 7.608 0.074
O 7.352 2.919 5.585 0.048
H 4.408 3.337 6.716 0.093
H 5.091 4.134 5.267 0.102
H 4.843 2.362 5.280 0.097
C -5.305 -6.665 -1.941 0.049
N -5.752 -5.417 -2.617 -0.446
O -6.432 -5.528 -3.612 0.081
O -5.399 -4.368 -2.116 0.045
H -5.691 -7.514 -2.493 0.094
H -4.219 -6.663 -1.937 0.100
H -5.699 -6.647 -0.928 0.101
```

=====

Formula: C33H62N2O21S
Source: the OMol25 dataset
Level of theory: wB97M-V/def2-TZVPD

Results
HOMO-LUMO gap ... 9.6252 eV
Molecular weight ... 854.919 g mol⁻¹
Structure (SMILES) ... COCCCCCCCCC[C@@H](C#N)[C@H](C#N)S(C)(=O)=O.COC(=O)OC.COC(=O)OC.COC(=O)OC.COC(=O)OC.COC(=O)OC.COC(=O)OC

Geometry as XYZ:
```
119
Properties=species:S:1:pos:R:3:lowdin_charge:R:1
C -0.054 -1.590 7.689 -0.126
O 0.471 -2.508 6.698 -0.248
C 1.830 -2.917 7.067 -0.231
C 2.477 -3.617 5.776 -0.164
C 2.017 -5.188 5.643 -0.193
C 0.931 -5.300 4.425 -0.216
C 1.625 -5.527 2.980 -0.204
C 0.989 -4.567 1.814 -0.200
C 2.166 -3.767 1.011 -0.210
C 1.577 -2.999 -0.306 -0.181
C 2.775 -2.479 -1.291 -0.172
C 3.154 -0.933 -1.071 -0.228
C 3.585 -0.778 0.494 -0.075
N 3.872 -0.769 1.677 0.151
C 4.406 -0.385 -1.932 -0.270
C 3.952 0.981 -2.689 -0.115
N 3.437 1.874 -3.336 0.165
S 5.031 -1.518 -3.265 0.719
C 3.765 -1.652 -4.634 -0.142
O 6.228 -0.796 -3.895 -0.382
O 5.558 -2.848 -2.778 -0.350
H 0.032 -2.012 8.770 0.104
H -1.151 -1.326 7.482 0.090
H 0.554 -0.607 7.640 0.094
H 2.412 -1.975 7.427 0.125
H 1.842 -3.647 7.972 0.128
H 3.621 -3.561 5.803 0.108
H 2.101 -3.113 4.798 0.115
H 1.587 -5.549 6.649 0.105
H 2.942 -5.828 5.421 0.100
H 0.309 -6.248 4.679 0.106
H 0.210 -4.409 4.467 0.101
H 1.450 -6.637 2.685 0.109
H 2.771 -5.360 3.093 0.110
H 0.434 -5.290 1.093 0.111
H 0.273 -3.820 2.320 0.108
H 2.980 -4.524 0.686 0.122
H 2.559 -2.981 1.745 0.086
H 0.907 -3.721 -0.912 0.115
H 0.910 -2.148 0.076 0.116
H 3.705 -3.101 -0.974 0.121
H 2.577 -2.749 -2.386 0.105
H 2.273 -0.204 -1.208 0.150
H 5.277 -0.144 -1.217 0.155
H 2.707 -1.337 -4.269 0.079
H 3.782 -2.705 -5.087 0.093
H 4.043 -0.879 -5.455 0.097
C 0.445 2.204 -3.781 -0.078
O -0.712 2.645 -4.489 0.000
C -0.833 2.129 -5.725 -0.590
O -0.065 1.355 -6.250 0.107
O -1.956 2.623 -6.276 0.004
C -2.215 2.158 -7.600 -0.032
H 0.441 2.681 -2.800 0.094
H 0.419 1.120 -3.638 0.087
H 1.354 2.503 -4.305 0.061
H -2.347 1.073 -7.609 0.101
H -1.411 2.455 -8.277 0.078
H -3.142 2.620 -7.942 0.095
C -6.014 -1.771 -8.142 -0.048
O -7.089 -0.935 -8.567 -0.001
C -6.733 0.339 -8.812 -0.593
O -5.621 0.799 -8.703 0.112
O -7.832 1.011 -9.201 -0.001
C -7.602 2.387 -9.497 -0.047
H -6.415 -2.772 -7.974 0.094
H -5.245 -1.833 -8.916 0.098
H -5.590 -1.407 -7.203 0.098
H -6.896 2.491 -10.324 0.099
H -7.241 2.917 -8.612 0.098
H -8.553 2.827 -9.798 0.094
C 4.684 1.246 3.743 -0.056
O 3.700 2.210 4.120 -0.012
C 4.027 2.944 5.199 -0.596
O 5.047 2.850 5.840 0.122
O 3.017 3.800 5.441 -0.018
C 3.225 4.651 6.567 -0.044
H 4.313 0.715 2.863 0.015
H 5.625 1.737 3.479 0.100
H 4.838 0.520 4.544 0.102
H 4.104 5.282 6.416 0.098
H 3.324 4.062 7.482 0.099
H 2.350 5.295 6.665 0.095
C -4.710 -0.849 6.511 -0.043
O -4.241 -0.862 7.859 -0.013
C -5.217 -0.907 8.784 -0.595
O -6.404 -0.936 8.562 0.121
O -4.640 -0.915 10.000 -0.005
C -5.563 -0.962 11.086 -0.049
H -3.839 -0.812 5.855 0.092
H -5.271 -1.760 6.290 0.099
H -5.321 0.037 6.325 0.097
H -6.158 -1.877 11.046 0.099
H -6.208 -0.081 11.081 0.098
H -4.988 -0.964 12.013 0.093
C -4.178 3.962 6.091 -0.046
O -2.763 4.059 5.935 -0.002
C -2.217 3.061 5.216 -0.593
O -2.815 2.135 4.719 0.112
O -0.891 3.273 5.148 0.002
C -0.177 2.284 4.408 -0.034
H -4.508 4.815 6.685 0.094
H -4.677 4.004 5.120 0.099
H -4.445 3.046 6.624 0.092
H -0.516 2.259 3.370 0.100
H -0.285 1.301 4.874 0.097
H 0.880 2.555 4.419 0.078
C 2.209 4.282 -13.529 -0.049
O 2.675 3.917 -12.232 -0.003
C 1.735 3.363 -11.443 -0.594
O 0.582 3.165 -11.746 0.118
O 2.303 3.069 -10.260 0.000
C 1.416 2.471 -9.317 -0.050
H 3.048 4.716 -14.075 0.093
H 1.860 3.403 -14.075 0.098
H 1.418 5.033 -13.458 0.098
H 1.034 1.519 -9.696 0.103
H 0.593 3.149 -9.079 0.085
H 1.978 2.277 -8.403 0.094
```

=====

| no. | LUMO (eV) |
| --- | --- |
| 1 | 1.41 |
| 2 | -0.27 |
| 3 | -0.19 |